This record from the Open Molecules 2025 dataset describes a cluster of 18 separate species, C85H199N7O18 in total. The level of theory is ωB97M-V/def2-TZVPD.

Structure (XYZ):
```
309
Properties=species:S:1:pos:R:3:forces:R:3
C -15.600650 14.960360 -17.042350 -0.45 0.93 1.33
C -16.126770 14.236360 -18.188460 -0.31 -1.20 -1.13
O -15.238840 13.133070 -18.450490 0.26 0.15 -0.30
H -14.764210 15.608350 -17.304210 0.38 -0.44 0.30
H -15.445180 14.225320 -16.252640 0.59 0.33 0.22
H -16.382520 15.642050 -16.707570 -0.03 0.04 0.14
H -16.201930 14.939720 -19.017750 -0.10 -0.28 -0.49
H -17.106390 13.806990 -17.978480 -0.23 0.29 0.00
H -15.717230 12.403010 -18.850200 -0.13 0.13 -0.07
C -19.997620 12.968490 -20.132610 0.04 -0.18 -1.19
C -21.359170 12.266110 -19.868280 1.48 1.01 0.48
O -22.421710 13.173030 -20.084660 -0.27 -0.18 0.51
H -19.909220 13.986190 -19.752390 -0.39 -0.09 0.47
H -19.860500 13.088720 -21.207240 -0.20 0.08 -0.31
H -19.093140 12.426710 -19.856030 -0.21 -0.35 0.51
H -21.330240 11.983000 -18.816090 -0.57 -0.08 0.04
H -21.463980 11.362420 -20.468650 0.05 -0.08 -0.09
H -22.504810 13.318130 -21.029980 0.13 -0.03 -0.35
C -15.953670 13.848780 -11.004710 0.56 0.34 -0.70
C -15.536090 14.506150 -12.390540 -0.75 -0.92 1.54
O -14.501770 15.453800 -12.159100 -0.18 -0.26 0.12
H -16.007560 14.559730 -10.180240 -0.19 0.37 -0.24
H -15.149950 13.165920 -10.729330 0.15 -0.15 -0.01
H -16.861270 13.245610 -10.981400 -0.11 0.18 -0.46
H -16.344860 15.020840 -12.909290 0.01 -0.01 0.15
H -15.177070 13.680210 -13.004560 0.04 0.12 -0.34
H -13.946300 15.076080 -11.473260 0.31 0.12 0.05
C -20.910680 17.824010 -21.918700 0.85 -0.48 0.00
C -19.357630 17.812570 -22.132610 -1.61 0.01 0.36
O -18.703470 17.051480 -21.123010 -0.09 -0.20 0.08
H -21.143800 18.368280 -21.003540 -0.14 0.31 -0.23
H -21.366490 16.841640 -21.795000 0.51 -0.37 0.12
H -21.434170 18.205680 -22.795280 0.17 0.63 0.13
H -19.010190 18.840260 -22.026510 0.04 0.11 -0.47
H -19.100770 17.394210 -23.105790 0.00 0.22 -0.09
H -18.030620 16.549840 -21.589100 0.36 -0.44 0.08
C -22.688940 21.517520 -18.336800 -0.71 -0.12 -0.24
C -22.729700 20.194240 -19.076830 1.75 -0.27 0.45
O -22.971230 20.396260 -20.464600 -0.37 -0.38 0.12
H -22.391290 21.468860 -17.289350 -0.42 -0.32 0.13
H -23.707990 21.873220 -18.488840 0.00 0.77 0.62
H -21.989990 22.231390 -18.772630 -0.08 -0.17 -0.45
H -23.380840 19.420360 -18.670340 -0.50 0.36 0.15
H -21.745380 19.736970 -18.976250 0.24 -0.14 -0.42
H -23.907320 20.589830 -20.553240 -0.10 0.10 -0.24
C -15.865140 13.368600 -22.306030 -0.43 0.29 0.68
C -15.498510 14.834600 -22.548650 0.80 -0.05 0.53
O -16.578750 15.566280 -23.083770 -1.17 -0.41 -0.25
H -16.227040 12.862670 -23.201100 -0.09 0.12 0.06
H -16.593800 13.325730 -21.496510 -0.76 0.17 -0.36
H -15.115790 12.741580 -21.822890 0.81 0.40 -0.53
H -14.622960 14.926330 -23.191370 0.08 -0.12 -0.26
H -15.232410 15.329530 -21.614660 0.27 -0.30 0.37
H -16.340260 16.484840 -23.228540 0.41 0.22 -0.16
C -21.697520 19.199270 -15.151510 0.35 1.54 0.13
C -22.587050 18.102600 -14.674570 1.52 -1.10 -2.25
O -22.922820 18.313130 -13.375600 -1.01 0.84 2.21
H -21.238600 19.152320 -16.139070 -0.33 -0.73 -0.19
H -20.855420 19.378060 -14.482930 -0.11 0.03 0.29
H -22.344420 20.076080 -15.180410 0.33 0.51 0.16
H -22.008430 17.179940 -14.719260 -0.27 -0.48 -0.54
H -23.427430 18.127690 -15.368280 -0.42 -0.59 0.07
H -23.663140 17.747430 -13.144270 0.04 -0.01 0.11
C -17.562330 18.167760 -16.476420 0.64 -0.63 -0.92
C -18.218510 18.092650 -17.878610 -0.44 0.37 0.82
O -18.292870 16.751040 -18.305890 0.69 -1.00 0.57
H -17.431430 19.139680 -16.000670 -0.73 0.22 -0.24
H -16.528360 17.828410 -16.538390 0.09 -0.19 -0.21
H -18.065020 17.456820 -15.820710 -0.20 0.26 0.20
H -17.720600 18.656600 -18.667370 0.19 0.43 0.26
H -19.269920 18.373670 -17.817960 -0.10 0.93 0.16
H -18.542720 16.782530 -19.232270 -0.14 -0.14 -0.57
C -18.846510 22.732130 -20.665750 -0.33 -0.09 -0.46
C -19.755570 21.556900 -20.706040 -1.38 -0.99 0.85
O -20.900500 21.808690 -21.524080 1.39 0.83 -0.68
H -19.466310 23.571790 -20.351230 0.43 0.41 -0.29
H -18.468550 22.779420 -21.687020 0.26 0.89 0.08
H -18.033350 22.561650 -19.960200 0.03 0.04 -0.04
H -20.112220 21.360520 -19.694940 0.01 -0.22 0.33
H -19.179660 20.680050 -21.001940 -0.14 -0.29 -0.34
H -21.655980 21.239980 -21.358450 0.03 -0.43 0.57
C -21.719210 16.228480 -18.001350 -0.90 0.91 -0.75
C -21.284080 15.364740 -16.884750 1.67 -0.15 0.09
O -20.204910 15.965980 -16.171170 -0.39 0.09 1.16
H -22.176920 17.156270 -17.658080 -0.33 -0.02 0.24
H -22.422460 15.673580 -18.622340 -0.07 0.15 -0.21
H -20.894410 16.587400 -18.616960 0.24 -0.48 -0.10
H -20.890180 14.445990 -17.319320 -0.33 -0.52 0.09
H -22.068440 15.149930 -16.158990 -0.02 -0.02 -0.07
H -19.470100 16.148170 -16.761480 0.10 -0.12 -0.62
C -12.264040 18.330440 -11.323210 0.01 -0.40 -0.83
C -13.241940 18.595940 -12.493490 1.03 1.45 0.80
O -13.386760 17.530780 -13.413220 0.27 0.82 0.58
H -11.348910 17.942700 -11.770750 -0.01 -0.55 0.21
H -12.722630 17.650620 -10.605120 0.30 -0.24 0.04
H -11.911340 19.208470 -10.782140 -0.56 0.35 -0.10
H -12.838980 19.458370 -13.024480 -0.06 -0.10 -0.39
H -14.165480 18.959130 -12.042640 -0.53 -0.31 -0.33
H -13.915860 16.877480 -12.949710 -0.25 -0.81 -0.13
C -24.088680 14.968840 -23.537670 0.62 -0.18 0.92
C -23.691850 13.763310 -24.398240 -1.02 1.72 -0.84
C -24.009770 14.222010 -25.911380 0.04 0.09 1.54
C -22.923930 15.063840 -26.569540 1.24 -1.37 0.56
C -21.579420 14.279700 -26.404160 -0.77 -0.75 -0.01
C -21.125690 13.969080 -24.934240 -1.08 -0.56 -0.67
N -22.292250 13.349350 -24.191680 -1.03 -0.07 -2.90
O -22.112770 12.762790 -22.949490 0.60 0.35 0.53
C -19.964870 12.956780 -24.955670 -0.45 0.10 0.79
C -20.724700 15.235820 -24.304170 1.17 1.72 1.80
C -24.727160 12.673330 -24.007880 0.32 -0.57 -0.62
H -23.965890 14.570590 -22.530480 -0.32 0.55 0.43
H -25.116650 15.284310 -23.716180 -0.03 -0.19 0.15
H -23.446110 15.846270 -23.610600 0.06 -0.08 -0.28
H -24.398500 13.334530 -26.410740 0.64 0.06 -0.71
H -24.836610 14.931770 -25.885480 -0.52 -0.41 0.47
H -22.834670 16.043690 -26.100470 -0.16 0.00 0.24
H -23.233120 15.268070 -27.594620 0.46 -0.21 -0.21
H -20.740780 14.708700 -26.952560 0.05 0.21 0.19
H -21.741240 13.284090 -26.817280 -0.07 -0.08 -0.42
H -19.629940 12.865630 -23.922420 0.23 -0.08 0.06
H -20.305540 11.963340 -25.247440 -0.06 0.08 -0.29
H -19.104730 13.263270 -25.550910 -0.22 0.17 -0.12
H -19.798510 15.704550 -24.636700 0.08 -0.23 -0.87
H -21.477560 16.024010 -24.310970 -0.13 -0.20 -0.14
H -20.442590 15.087790 -23.261760 -0.39 -0.25 0.40
H -25.675150 12.848260 -24.516620 0.06 0.20 -0.21
H -25.013760 12.566570 -22.961670 0.54 0.38 0.21
H -24.387840 11.690780 -24.335850 0.06 -0.14 -0.15
H -22.261430 11.830950 -23.126030 0.12 -0.27 0.16
C -21.489220 9.043020 -14.268310 1.05 0.00 -0.67
C -20.682900 10.227220 -13.715400 -0.89 0.67 -0.09
C -19.716820 9.557600 -12.733410 0.56 0.47 0.70
C -18.634270 10.491830 -12.273620 0.94 1.23 -0.45
C -17.858790 11.012530 -13.501090 -0.50 -0.07 0.18
C -18.742820 11.771210 -14.546960 1.49 -1.77 0.00
N -19.946230 10.951860 -14.788060 1.79 -1.42 -0.21
O -20.710440 11.569310 -15.794330 -0.51 -0.33 1.04
C -18.997350 13.181010 -14.070630 -0.19 0.52 0.36
C -17.858520 11.866440 -15.868210 -0.90 -0.22 1.11
C -21.704120 11.155650 -12.951540 0.63 -0.64 -0.47
H -20.780260 8.307600 -14.648620 0.14 0.09 -0.36
H -22.119380 9.331420 -15.109630 -0.48 -0.12 0.42
H -21.929110 8.508980 -13.426050 -0.73 0.33 -0.20
H -20.255740 9.246660 -11.838430 -0.42 -0.15 -0.14
H -19.250660 8.658750 -13.136980 -0.13 0.01 -0.38
H -17.886290 10.063190 -11.606620 -0.24 -0.42 0.14
H -19.073920 11.320060 -11.717890 -0.07 0.20 0.05
H -17.366620 10.130170 -13.910110 -0.26 -0.12 -0.62
H -17.005350 11.635000 -13.232220 -0.16 0.39 0.23
H -19.532190 13.260770 -13.124220 -0.02 -0.33 0.21
H -18.019920 13.635080 -13.907670 -0.06 0.32 -0.14
H -19.571420 13.793870 -14.765570 0.23 0.06 -0.28
H -18.457100 12.469350 -16.551070 0.54 0.00 -0.36
H -16.877660 12.274670 -15.624610 -0.21 0.74 0.05
H -17.568690 10.904940 -16.292020 -0.73 -0.26 -0.02
H -22.383940 10.465810 -12.451480 -0.02 0.38 0.43
H -22.316930 11.744510 -13.634050 0.01 -0.04 -0.20
H -21.212490 11.854650 -12.274930 -0.08 -0.17 0.19
H -21.104760 12.260850 -15.257780 -0.73 0.80 -0.57
C -13.714130 21.436230 -15.226870 -0.28 -0.39 -0.13
C -13.351150 20.693830 -16.563860 0.67 1.31 1.57
C -12.049020 21.453230 -16.987720 0.37 0.23 -1.81
C -11.212220 20.758070 -18.060580 0.08 0.30 0.65
C -10.876820 19.384380 -17.593560 0.25 -0.91 -0.66
C -12.092870 18.526020 -17.157880 0.05 -0.49 0.43
N -13.035030 19.295240 -16.238150 2.33 0.68 -0.94
O -14.152710 18.536770 -15.833990 0.26 0.44 -0.97
C -12.788030 18.046250 -18.443960 0.18 0.33 -0.58
C -11.536900 17.334210 -16.340220 -0.26 -0.07 0.07
C -14.468380 20.870770 -17.589720 -0.14 0.09 -0.53
H -13.827790 22.511270 -15.366470 -0.35 0.04 -0.43
H -12.924530 21.386950 -14.477070 0.24 -0.51 -0.15
H -14.615850 21.033510 -14.765560 -0.14 0.01 -0.09
H -12.268540 22.405490 -17.470530 -0.88 0.26 0.31
H -11.334860 21.763550 -16.224970 -0.45 -0.59 0.76
H -10.257390 21.266510 -18.194250 -0.05 0.40 -0.03
H -11.674480 20.761760 -19.047700 -0.33 -0.12 0.02
H -10.026130 19.363980 -16.912370 -0.46 0.31 0.82
H -10.389140 18.936000 -18.459130 -0.29 -0.77 -0.16
H -13.613950 17.348430 -18.306040 -0.16 0.38 0.18
H -13.054990 18.926960 -19.028060 -0.81 0.09 0.25
H -12.128580 17.599500 -19.188030 0.57 -0.57 0.50
H -12.324830 16.651640 -16.021850 -0.11 -0.06 -0.20
H -10.792220 16.759700 -16.891130 -0.14 0.02 -0.38
H -11.029720 17.626150 -15.420630 -0.11 0.50 0.01
H -15.276840 20.156580 -17.433410 0.11 -0.20 0.04
H -14.085200 20.765170 -18.604670 0.03 -0.34 -0.10
H -14.936580 21.854900 -17.608810 0.17 0.24 0.48
H -13.738220 18.152750 -15.057890 -0.61 -0.63 0.93
C -15.754910 18.998910 -21.373370 0.46 -0.82 -0.90
C -14.996550 19.609960 -22.618290 -1.11 1.10 0.99
C -13.509420 19.781040 -22.217040 -0.10 -0.29 -1.05
C -12.588650 20.204450 -23.405800 -0.86 -0.86 0.84
C -12.641330 19.027270 -24.433610 -1.83 1.27 0.51
C -14.120070 18.824250 -24.965720 -0.19 0.68 0.43
N -15.108010 18.714220 -23.811410 3.82 -0.59 2.02
O -16.386900 18.516020 -24.178030 -1.38 -0.12 -0.88
C -14.546100 19.990470 -25.870210 0.58 0.04 -0.40
C -14.170000 17.541360 -25.825910 0.13 -0.22 0.55
C -15.687390 21.012240 -22.813530 0.47 -0.47 -1.00
H -15.354250 18.001270 -21.193690 0.11 -0.17 0.14
H -16.827000 18.859710 -21.512430 0.01 0.22 -0.36
H -15.644470 19.561120 -20.446100 0.33 0.32 -0.20
H -13.457980 20.438250 -21.348980 0.04 0.11 -0.07
H -13.186890 18.783290 -21.919430 0.18 -0.05 0.33
H -11.585940 20.444490 -23.052160 0.17 -0.49 0.04
H -12.930040 21.166950 -23.786800 -0.22 -0.15 -0.50
H -12.441820 18.065020 -23.962050 0.72 0.17 0.09
H -11.976040 19.284870 -25.257700 -0.08 -0.56 -0.19
H -15.567740 19.853380 -26.224540 0.03 -0.04 -0.29
H -14.470990 21.006000 -25.481430 0.03 -0.22 0.49
H -13.855620 19.981350 -26.713570 -0.29 -0.03 -0.38
H -13.923950 16.612280 -25.311730 -0.37 0.13 0.83
H -15.166840 17.420000 -26.249810 0.21 -0.02 -0.32
H -13.362910 17.510300 -26.557850 -0.32 0.70 -0.53
H -15.118090 21.584900 -23.545690 0.08 0.38 0.26
H -15.840610 21.579890 -21.895710 0.40 -0.15 0.09
H -16.681720 20.935880 -23.253490 -0.19 -0.34 0.04
H -16.606040 19.319750 -24.655100 -0.92 0.31 -0.33
C -21.805920 25.557480 -14.629450 0.28 -0.16 -0.19
C -20.794840 24.988310 -15.655260 0.13 1.23 -0.02
C -19.552060 25.968020 -15.740270 -0.01 -0.14 -1.29
C -18.292430 25.350490 -16.400920 -1.54 -0.72 1.63
C -17.820180 24.178040 -15.488980 -1.05 0.74 -1.99
C -18.982510 23.087750 -15.371220 0.55 1.89 0.97
N -20.322820 23.744650 -15.103900 2.79 0.08 1.40
O -21.296250 22.791100 -14.963090 -1.27 -1.14 -0.95
C -19.054590 22.287770 -16.645510 0.21 -1.23 -0.59
C -18.555670 22.245530 -14.128370 -0.59 -1.41 -0.45
C -21.500450 24.837040 -17.067690 1.35 -0.76 0.50
H -21.357690 25.692040 -13.645020 0.34 0.00 -0.07
H -22.602000 24.827680 -14.481990 -0.27 0.26 -0.25
H -22.180310 26.530700 -14.946860 -0.25 -0.11 -0.13
H -19.835890 26.807380 -16.375110 -0.40 0.12 -0.02
H -19.224220 26.439500 -14.813810 -0.44 -0.43 0.48
H -17.541190 26.129630 -16.530070 0.09 -0.22 -0.21
H -18.610540 24.886500 -17.334520 0.35 0.34 -0.38
H -17.405770 24.566110 -14.558520 -0.31 -0.29 0.20
H -17.020790 23.788690 -16.119450 0.31 -0.79 0.66
H -19.518650 22.744210 -17.519820 0.19 0.65 0.23
H -18.052590 21.977420 -16.941770 0.09 -0.18 -0.06
H -19.653390 21.383580 -16.536040 0.03 -0.18 0.39
H -17.516260 21.918770 -14.097690 0.44 0.82 -0.37
H -18.808030 22.639840 -13.144020 -0.01 0.57 -0.24
H -18.983130 21.242910 -14.139910 -0.80 0.00 -0.18
H -22.338810 24.142150 -17.018910 -0.35 0.47 0.24
H -20.803770 24.288220 -17.701350 0.20 0.14 -0.20
H -21.703100 25.765720 -17.601160 -0.34 0.06 0.41
H -21.390880 22.545050 -14.040000 0.25 0.27 0.34
C -15.285840 22.727590 -12.176100 -0.12 0.46 0.14
C -14.873370 22.879820 -10.680900 -0.83 0.01 -1.24
C -13.951480 21.687140 -10.411570 1.43 1.03 1.49
C -13.174120 21.874950 -9.061460 -1.13 0.58 -0.68
C -12.521260 23.251420 -8.961310 -0.86 -0.48 -0.54
C -13.411540 24.461650 -9.320630 -0.32 0.20 -0.09
N -14.172620 24.190810 -10.554430 0.92 -1.97 0.39
O -14.962770 25.294300 -10.948480 -0.06 -0.31 0.33
C -14.285700 24.856320 -8.088480 0.04 -0.20 0.18
C -12.444020 25.591320 -9.671040 -0.33 0.41 0.86
C -16.137200 22.699450 -9.822180 -0.11 0.61 0.03
H -16.001120 23.494020 -12.474520 -0.25 -0.11 0.15
H -15.707650 21.740180 -12.363720 -0.21 -0.05 0.17
H -14.464760 22.825670 -12.886250 0.40 0.05 0.34
H -14.550750 20.782150 -10.311660 0.04 -0.01 -0.43
H -13.223820 21.625120 -11.220750 -0.03 -0.28 -0.16
H -12.394520 21.122280 -8.943950 -0.27 -0.20 0.21
H -13.930710 21.827110 -8.278270 0.17 -0.52 0.31
H -11.683400 23.188170 -9.655640 0.38 0.55 0.26
H -12.252560 23.422630 -7.918910 0.68 -0.03 -0.15
H -14.761130 23.988960 -7.630490 0.04 -0.17 -0.11
H -13.689090 25.303550 -7.293400 0.38 -0.04 -0.07
H -15.087980 25.577280 -8.245510 0.09 0.00 -0.66
H -11.959550 25.436040 -10.635030 -0.18 0.03 -0.02
H -12.997820 26.528140 -9.609700 0.19 0.21 -0.42
H -11.673430 25.646640 -8.902120 0.12 0.02 0.03
H -16.771260 23.585110 -9.862990 -0.03 0.09 -0.13
H -15.921410 22.530270 -8.767230 0.07 -0.15 -0.04
H -16.719350 21.862820 -10.208510 0.00 -0.08 0.07
H -14.397090 25.651420 -11.637010 -0.24 0.30 -0.23
C -18.960240 17.204950 -7.638420 -0.32 0.00 -0.39
C -18.530110 18.098270 -8.858910 -0.01 -0.62 0.31
C -17.001250 18.039010 -8.877830 1.02 -0.37 -0.64
C -16.405300 18.514490 -10.193820 -0.01 -0.59 -0.70
C -17.013370 17.779800 -11.408870 0.52 0.17 0.93
C -18.530710 17.873350 -11.453630 -1.02 1.39 -0.58
N -19.118390 17.560190 -10.146180 2.46 -1.06 1.51
O -20.520940 17.559750 -10.121360 0.19 0.16 -0.01
C -18.982750 19.332510 -11.867250 0.44 -0.88 -0.46
C -19.021260 16.857980 -12.505470 0.03 0.03 0.23
C -18.953940 19.506270 -8.560140 -0.81 1.15 0.96
H -18.598610 16.179260 -7.711250 0.10 -0.02 -0.36
H -20.037370 17.147550 -7.481580 -0.16 0.15 -0.34
H -18.583310 17.572550 -6.684010 0.30 0.38 -0.17
H -16.490410 18.560270 -8.068240 -0.74 0.71 0.26
H -16.630480 17.043290 -8.634570 -0.30 -0.58 -0.60
H -15.324890 18.377170 -10.237940 0.15 -0.21 0.29
H -16.521670 19.587350 -10.347170 -0.33 0.15 0.17
H -16.736420 16.726260 -11.446950 0.08 -0.12 0.51
H -16.507390 18.191750 -12.282020 -0.56 0.22 -0.45
H -18.357570 20.122210 -11.450580 -0.05 -0.12 0.39
H -18.860800 19.456540 -12.943280 -0.25 -0.14 -0.14
H -20.026510 19.470370 -11.584990 0.04 0.13 -0.12
H -20.105650 16.851550 -12.615720 0.05 0.34 -0.28
H -18.499260 17.052770 -13.442310 -0.37 0.28 -0.24
H -18.748860 15.827350 -12.278100 0.16 -0.06 0.54
H -18.777160 20.299270 -9.286770 0.01 -0.44 -0.40
H -18.464770 19.872730 -7.657630 0.25 -0.18 0.17
H -20.008110 19.511540 -8.283010 -0.22 0.13 -0.36
H -20.646150 16.641520 -9.870800 -0.65 -0.06 -0.08
```
Positions in Å, forces in eV/Å.

- relative energy (zero: lowest compared OMol25 entry of this formula, charge and spin) (kcal/mol) = 0.00
- net charge = 0
- HOMO level (eV) = -7.8
- gap between HOMO and LUMO (eV) = 8.26
- molar mass (g mol⁻¹) = 1607.6
- LUMO level (eV) = 0.484
- E_tot (a.u.) = -5095.1042